Computed, not measured: C15H13N4O9RuS3 as an isolated structure, with ωB97M-V/def2-TZVPD.

The geometry in XYZ format:
```
45
Properties=species:S:1:pos:R:3:forces:R:3:lowdin_charge:R:1
Ru -0.092541 0.785238 -1.071752 0.593 -0.606 -0.170 0.9577
O 2.041929 -4.234230 -3.754391 -0.024 0.006 0.004 0.0489
C 1.588097 -3.074891 -3.187574 0.068 -0.100 -0.044 -0.2806
C 2.471623 -2.128861 -2.676391 -0.012 0.084 0.051 0.0691
C 1.935409 -0.990655 -2.112619 -0.038 -0.013 -0.012 -0.1632
N 0.625470 -0.818905 -2.083191 0.004 0.039 -0.113 -0.0181
C -0.235360 -1.701710 -2.562802 0.054 0.009 -0.008 -0.1400
C 0.214518 -2.872770 -3.140084 -0.066 0.067 0.027 0.0804
C -1.684898 -1.256068 -2.388377 -0.015 -0.042 0.064 -0.5758
O -2.579001 -1.968992 -2.815289 0.001 0.034 -0.025 0.0423
O -1.798447 -0.116376 -1.800856 -0.021 -0.035 0.044 -0.1692
C 2.704316 0.157311 -1.473716 0.006 0.057 -0.078 -0.6005
O 3.926145 0.108802 -1.447078 0.029 -0.019 0.045 0.0369
O 1.957660 1.108570 -1.031803 0.015 -0.008 -0.045 -0.1807
H 3.001419 -4.251368 -3.681686 0.003 0.010 0.001 0.0979
H 3.547352 -2.255659 -2.690998 0.001 -0.010 -0.008 0.1250
H -0.489754 -3.594524 -3.526977 0.008 -0.010 -0.004 0.1288
S -0.864156 2.772752 -0.108456 -0.028 0.088 0.049 0.5993
C -0.799598 3.483760 -1.678652 0.011 -0.059 0.072 -1.0892
S -0.244077 2.290803 -2.780844 -0.168 0.169 -0.017 0.6391
C -1.121141 4.796299 -2.004989 0.016 0.011 -0.007 -0.3934
C -1.565681 5.722636 -1.024122 -0.026 -0.015 -0.006 -0.2778
N -1.934818 6.496129 -0.250212 0.015 0.008 0.003 0.1081
C -1.008622 5.269058 -3.339764 -0.009 0.005 0.014 -0.2809
N -0.921652 5.666828 -4.420721 0.003 0.000 -0.003 0.1075
C -2.334939 -1.864720 3.458833 -0.052 -0.027 0.029 -0.0596
N -2.240378 -0.421710 3.452347 0.089 -0.051 -0.021 -0.1920
C -1.450831 0.172444 4.505833 -0.042 0.031 0.026 -0.0889
C -2.435580 0.249758 2.283770 -0.024 0.126 -0.015 -0.3703
O -2.889293 -0.232489 1.268466 -0.078 -0.062 0.046 0.0106
H -2.881561 -2.198678 4.347708 0.009 -0.009 -0.012 0.0754
H -1.335158 -2.306390 3.456481 0.003 -0.003 -0.011 0.0728
H -2.867457 -2.177444 2.563564 -0.001 0.003 0.008 0.0821
H -1.947118 0.032889 5.473560 0.011 -0.009 -0.007 0.0746
H -1.339452 1.238516 4.315365 0.011 0.002 -0.001 0.0825
H -0.453495 -0.271236 4.531390 0.002 -0.002 0.015 0.0674
H -2.167918 1.314686 2.364930 0.004 -0.015 -0.026 0.1127
C 2.845793 -0.169287 1.883320 0.061 -0.051 -0.078 -0.1525
S 1.117571 -0.565829 1.881793 -0.454 0.492 0.301 0.3861
O 0.934270 -1.571165 2.923136 0.132 -0.224 -0.193 -0.3718
O 0.808100 -1.040291 0.518867 -0.218 0.072 0.006 -0.3753
O 0.430920 0.688734 2.164329 0.114 0.059 0.086 -0.3870
H 3.417785 -1.061820 1.636570 0.000 -0.006 -0.001 0.0614
H 3.097026 0.183566 2.881373 0.002 -0.004 0.006 0.0557
H 3.017507 0.607306 1.141697 0.009 0.007 0.011 0.0447
```
Positions in Å, forces in eV/Å.

Properties
LUMO level (spin up / spin down) = 3.932 / 3.931 eV
Total charge = -2
Expectation value of S² = 0.756
M = 590.559 Da
Electronic energy = -75246.7453 eV
Highest occupied orbital energy (spin up / spin down) = -2.51 / -2.43 eV
ΔE to the lowest compared entry with this formula, charge and spin = 17.9 kcal per mole
Kohn-Sham gap (spin up / spin down) = 6.445 / 6.359 eV
Spin multiplicity = 2



Computed, not measured: the molecule C15H13N5O3S, with ωB97M-V/def2-TZVPD.

The geometry in XYZ format:
```
37
Properties=species:S:1:pos:R:3:forces:R:3:lowdin_charge:R:1
C 4.935347 2.159708 -0.100449 1.784 2.673 -1.392 -0.0236
C 3.555643 2.363114 -0.160921 -7.370 4.136 -0.148 -0.4618
O 3.020523 3.553612 -0.200436 1.998 -4.936 0.023 -0.0759
N 2.740391 1.164265 -0.134829 -0.565 -1.008 -0.656 0.1346
C 1.434144 1.149901 -0.222850 0.523 4.602 2.160 -0.4506
S 0.562706 2.689794 -0.035045 -1.224 0.925 -0.616 1.1499
C -1.055512 1.932062 0.108662 2.576 -1.502 -0.350 -0.3939
N -2.193246 2.447641 -0.128564 3.230 3.686 0.625 0.1425
C -3.182681 1.663095 0.092948 -3.636 -7.923 -1.461 -0.2660
C -4.505337 1.869710 -0.040499 0.023 11.481 1.096 -0.0632
C -5.674585 1.264075 0.028393 9.877 -6.520 -0.254 -0.0929
C -5.394893 -0.016797 0.192913 0.294 -9.846 0.460 -0.0348
C -4.021746 -0.758080 0.150732 -4.042 7.581 -0.535 0.0687
C -3.020289 0.194373 0.004980 1.411 -1.075 1.505 -0.1576
N -1.727832 -0.310888 -0.037243 -5.422 -6.303 -1.059 0.2211
C -0.848515 0.429576 0.192420 5.176 8.877 -0.104 -0.2608
N 0.520053 0.174359 0.046599 -2.143 7.966 -0.754 -0.1113
N 0.944136 -0.942114 0.164546 2.719 -11.415 -1.311 -0.0167
C 1.667579 -1.263405 1.286938 -0.643 1.527 3.026 -0.3874
C 2.613227 -2.373210 0.989982 -1.292 -2.247 10.265 -0.0038
O 1.402649 -0.637142 2.364948 1.652 -2.576 -3.791 0.0661
C 0.768600 -1.745927 -1.096265 0.845 5.032 -1.553 -0.4072
C 0.942760 -3.095810 -1.245427 -0.469 -8.379 0.205 -0.0485
O 0.573693 -1.106817 -2.104079 -0.522 0.819 0.793 0.1408
H 5.147639 1.552801 0.714656 1.275 -0.759 1.425 0.0862
H 5.182303 1.750652 -1.009610 0.578 -2.461 -2.037 0.0702
H 5.425052 3.121317 -0.406545 -0.068 -0.356 1.990 0.1293
H -4.718427 3.064765 0.118787 0.775 -2.209 -0.975 0.1741
H -6.482506 1.637984 0.079144 -10.547 5.075 0.456 0.0192
H -6.206610 -0.844786 0.337094 1.028 1.816 -0.222 0.1250
H -3.906714 -1.775984 0.101498 0.194 -2.076 0.111 0.0703
H 3.323212 -2.515928 0.334266 3.032 0.213 -4.091 0.0142
H 3.251576 -2.637454 2.115090 -1.333 1.651 -2.973 0.1895
H 2.112372 -3.322440 1.264809 -0.424 0.260 -1.141 0.0897
H 0.436713 -3.641046 -0.429641 0.527 0.171 0.377 0.0985
H 1.994812 -3.500137 -1.238436 -1.039 0.803 -0.060 0.1153
H 0.383749 -3.694845 -2.098576 1.224 2.298 0.964 0.1509
```
Positions in Å, forces in eV/Å.

Properties
LUMO level = -0.582 eV
SMILES string = CC(=O)/N=c1\sc2nc3ccccc3nc2n1N(C(C)=O)C(C)=O
M = 343.368 Da
Electronic energy = -40184.4178 eV
Highest occupied orbital energy = -8.58 eV
ΔE to the lowest compared entry with this formula, charge and spin = 240.2 kcal per mole
Kohn-Sham gap = 7.995 eV
Spin multiplicity = 1



Computed, not measured: C15H14BF2O5PdS as an isolated structure, with ωB97M-V/def2-TZVPD.

The geometry in XYZ format:
```
39
Properties=species:S:1:pos:R:3:forces:R:3:lowdin_charge:R:1
Pd -0.157684 -1.432513 1.770540 -0.514 0.040 0.058 0.9168
C 0.175561 -1.317414 -2.997720 0.030 -0.031 0.042 -0.0231
C -0.611220 -1.251799 -1.696166 0.049 0.010 -0.143 -0.3983
O -0.268184 -0.433801 -0.863614 -0.025 0.032 0.116 0.0244
C -1.774689 -2.138879 -1.536004 -0.123 -0.021 -0.001 -0.0985
C -2.456782 -2.537074 -2.699137 0.029 0.056 0.022 -0.0668
C -3.621812 -3.266315 -2.674604 -0.037 -0.011 -0.001 -0.1266
C -4.137049 -3.643815 -1.428462 0.019 0.001 -0.018 -0.1110
C -3.482005 -3.309295 -0.273479 0.011 0.007 0.008 -0.0234
C -2.269958 -2.558123 -0.265052 0.172 -0.198 -0.052 -0.3413
O -1.714446 -2.400167 0.887206 -0.056 0.208 0.128 -0.1824
H 1.123456 -0.810388 -2.833624 0.003 0.001 -0.010 0.0787
H -0.362951 -0.797521 -3.792914 -0.004 0.002 0.003 0.0771
H 0.348634 -2.344124 -3.318196 -0.017 -0.011 -0.001 0.0829
H -2.065333 -2.226239 -3.659427 0.028 -0.002 -0.009 0.0956
H -4.128176 -3.530325 -3.593551 -0.002 -0.007 0.002 0.0842
H -5.056269 -4.216470 -1.373200 -0.007 0.001 0.002 0.0933
H -3.856530 -3.616761 0.694473 -0.009 0.001 0.005 0.1081
F 0.980746 -3.443224 0.048599 -0.034 0.044 -0.011 0.1558
B 0.791059 -3.034418 1.311853 0.302 -0.125 -0.026 -0.6891
F 1.305080 -3.869034 2.225321 -0.033 0.039 -0.013 0.1485
C 2.997998 4.891995 -0.349855 -0.004 -0.007 0.009 -0.0630
C 2.341394 3.891349 0.564232 0.006 0.011 -0.017 -0.2853
C 1.517086 2.891172 0.059401 0.007 0.006 -0.001 -0.0334
C 0.921232 1.960716 0.897332 0.001 -0.010 0.026 -0.0434
C 1.155293 2.027029 2.261861 0.025 0.029 0.058 -0.2630
C 1.971101 3.017918 2.786806 -0.003 0.010 0.012 -0.0557
C 2.557976 3.943546 1.938054 -0.007 -0.006 0.016 -0.0527
S 0.435821 0.812833 3.345341 -0.052 0.187 -0.085 0.4740
O 0.625462 1.303758 4.683386 -0.010 -0.063 0.028 -0.3122
O -0.945497 0.622588 2.894339 0.185 -0.049 -0.055 -0.3678
O 1.198826 -0.440650 3.058278 0.080 -0.146 -0.060 -0.4229
H 2.603817 4.816571 -1.362943 -0.001 0.001 -0.003 0.0687
H 4.076944 4.728323 -0.397377 0.002 0.003 -0.004 0.0770
H 2.837110 5.912335 0.002647 0.004 0.003 -0.003 0.0739
H 1.335061 2.834477 -1.007839 -0.007 -0.006 0.000 0.1097
H 0.286588 1.187911 0.487745 -0.015 -0.005 -0.025 0.0773
H 2.129264 3.055193 3.856002 0.005 0.002 0.000 0.1067
H 3.193077 4.720633 2.349747 0.001 0.003 0.002 0.1075
```
Positions in Å, forces in eV/Å.

Properties
LUMO level = 2.801 eV
Total charge = -1
M = 461.567 Da
Electronic energy = -46451.8864 eV
Highest occupied orbital energy = -4.85 eV
ΔE to the lowest compared entry with this formula, charge and spin = 0.0 kcal per mole
Kohn-Sham gap = 7.646 eV
Spin multiplicity = 1